Here is a structure of composition C33H28CoN5S from the Open Molecules 2025 dataset. Energies are from the ωB97M-V functional and the def2-TZVPD basis.

Structure (ORCA input):
```
! wB97M-V def2-TZVPD RIJCOSX def2/J DEFGRID3
* xyz 1 4
Co 0.102 0.137 -0.337
C 2.773 0.013 -2.165
C 3.127 -0.014 -0.711
C 4.443 0.026 -0.255
C 4.687 0.024 1.102
C 3.617 -0.002 1.983
C 2.339 -0.042 1.468
N 2.103 -0.066 0.147
C 1.117 -0.050 2.337
C 1.092 -0.103 3.722
C -0.144 -0.112 4.351
C -1.316 -0.083 3.612
C -1.209 -0.027 2.228
N -0.017 0.002 1.660
C -2.339 -0.005 1.243
C -3.663 -0.022 1.631
C -4.641 -0.023 0.648
C -4.263 0.009 -0.678
C -2.908 0.035 -1.001
C -2.427 0.097 -2.418
N -1.971 0.013 -0.048
H 3.659 0.041 -2.795
H 2.162 0.895 -2.374
H 2.185 -0.870 -2.427
H 5.258 0.065 -0.965
H 5.703 0.050 1.474
H 3.778 0.021 3.052
H 2.001 -0.140 4.306
H -0.194 -0.148 5.432
H -2.275 -0.107 4.109
H -3.930 -0.036 2.678
H -5.689 -0.042 0.919
H -5.003 0.024 -1.466
H -3.257 0.166 -3.118
H -1.839 -0.791 -2.663
H -1.781 0.969 -2.541
N 0.131 1.955 -0.591
C 0.015 3.188 -0.399
C 0.846 3.874 0.644
C 0.378 5.000 1.318
C 1.143 5.593 2.314
C 2.390 5.074 2.638
C 2.866 3.955 1.966
C 2.096 3.361 0.977
C -0.919 4.041 -1.226
C -2.221 3.615 -1.473
C -3.046 4.321 -2.338
C -2.572 5.464 -2.972
C -1.286 5.912 -2.708
C -0.467 5.209 -1.833
H -0.595 5.408 1.066
H 0.768 6.465 2.833
H 2.993 5.546 3.403
H 3.842 3.551 2.208
H 2.467 2.495 0.433
H -2.586 2.731 -0.962
H -4.058 3.981 -2.519
H -3.206 6.005 -3.663
H -0.919 6.813 -3.183
H 0.536 5.565 -1.626
S 0.692 -4.584 -0.142
C -0.943 -4.258 -0.505
C -1.104 -2.934 -0.734
N 0.045 -2.174 -0.639
C 1.060 -2.937 -0.336
H -1.686 -5.038 -0.530
H -2.040 -2.468 -0.995
H 2.072 -2.577 -0.214
*
```

Properties
- <S²> = 3.7711
- HOMO energy (spin up / spin down) (eV) = -9.800 / -9.957
- LUMO energy (spin up / spin down) (hartree) = -0.1105 / -0.1138
- frontier orbital gap (spin up / spin down) (eV) = 6.792 / 6.859



Here is a structure of composition C33H28F2N6O4STi from the Open Molecules 2025 dataset. Energies are from the ωB97M-V functional and the def2-TZVPD basis.

Structure (ORCA input):
```
! wB97M-V def2-TZVPD RIJCOSX def2/J DEFGRID3
* xyz 1 2
Ti -0.786 0.247 0.002
C 2.665 0.641 -0.028
N 1.516 -0.081 -0.616
C 1.458 0.308 -2.043
C 0.822 1.664 -2.169
C 1.222 2.582 -3.120
C 0.558 3.797 -3.204
C -0.476 4.056 -2.320
C -0.813 3.091 -1.390
N -0.182 1.913 -1.313
C 1.699 -1.542 -0.471
C 1.027 -2.103 0.754
C 1.564 -3.179 1.439
C 0.864 -3.712 2.509
C -0.363 -3.166 2.849
C -0.834 -2.099 2.109
N -0.149 -1.562 1.096
C 2.791 0.564 1.472
C 4.026 0.742 2.085
C 4.083 0.743 3.468
C 2.913 0.557 4.190
C 1.734 0.381 3.488
N 1.671 0.390 2.158
H 2.582 1.692 -0.318
H 3.588 0.267 -0.488
H 0.828 -0.412 -2.563
H 2.452 0.300 -2.501
H 2.041 2.345 -3.786
H 0.849 4.530 -3.943
H -1.018 4.989 -2.347
H -1.616 3.255 -0.685
H 2.760 -1.809 -0.475
H 1.233 -2.023 -1.333
H 2.519 -3.589 1.140
H 1.267 -4.548 3.065
H -0.952 -3.564 3.662
H -1.806 -1.670 2.312
H 4.920 0.874 1.489
H 5.028 0.883 3.977
H 2.916 0.547 5.270
H 0.792 0.231 4.008
F -3.207 2.182 0.301
C -2.848 0.970 -0.306
F -3.057 1.190 -1.661
H -3.626 0.261 -0.005
S -1.972 2.292 4.057
C -1.846 1.328 2.652
N -0.919 1.641 1.800
C -0.219 2.762 2.244
C 0.832 3.401 1.584
C 1.426 4.490 2.179
C 0.992 4.963 3.427
C -0.052 4.352 4.087
C -0.650 3.249 3.479
H -2.547 0.519 2.491
H 1.158 3.044 0.618
H 2.240 4.995 1.675
H 1.474 5.823 3.871
H -0.399 4.717 5.043
O -2.553 -1.903 -0.235
C -1.994 -1.842 -1.328
O -1.061 -0.965 -1.570
C -2.329 -2.789 -2.435
C -1.793 -2.610 -3.706
C -2.105 -3.497 -4.721
C -2.949 -4.553 -4.435
C -3.501 -4.749 -3.182
C -3.187 -3.853 -2.176
N -3.276 -5.511 -5.515
O -4.034 -6.417 -5.244
O -2.774 -5.317 -6.601
H -1.144 -1.766 -3.895
H -1.712 -3.386 -5.721
H -4.160 -5.588 -3.015
H -3.600 -3.962 -1.184
*
```

Properties
- <S²> = 0.7544
- HOMO energy (spin up / spin down) (eV) = -10.866 / -11.408
- LUMO energy (spin up / spin down) (hartree) = -0.1004 / -0.0987
- frontier orbital gap (spin up / spin down) (eV) = 8.133 / 8.721



Here is a structure of composition C33H28FInN6O9STe from the Open Molecules 2025 dataset. Energies are from the ωB97M-V functional and the def2-TZVPD basis.

Structure (ORCA input):
```
! wB97M-V def2-TZVPD RIJCOSX def2/J DEFGRID3
* xyz 0 1
In 0.273 0.755 0.460
O 2.166 1.001 -0.792
C 2.986 0.123 -1.066
C 2.808 -1.299 -1.002
C 3.886 -2.083 -1.426
C 3.778 -3.447 -1.455
C 2.591 -4.086 -1.060
C 1.524 -3.341 -0.649
C 1.578 -1.915 -0.608
O 0.531 -1.273 -0.247
N 4.903 -4.246 -1.921
O 5.911 -3.662 -2.275
O 4.771 -5.456 -1.932
H 3.976 0.453 -1.418
H 4.808 -1.614 -1.745
H 2.540 -5.164 -1.100
H 0.589 -3.807 -0.365
O 0.960 2.780 0.830
N 0.111 3.800 0.813
C 0.677 5.027 0.768
C -0.083 6.160 0.726
C -1.473 6.029 0.716
C -2.030 4.778 0.766
C -1.236 3.621 0.831
S -1.912 2.049 0.941
H 1.756 5.004 0.769
H 0.403 7.123 0.694
H -2.107 6.904 0.669
H -3.101 4.638 0.761
Te -1.110 0.692 -2.224
C -0.805 2.693 -2.819
C 0.296 3.418 -2.368
C 0.447 4.748 -2.739
C -0.505 5.362 -3.540
C -1.607 4.644 -3.981
C -1.755 3.311 -3.626
C 0.372 -0.220 -3.429
C 1.410 0.483 -4.028
C 2.391 -0.201 -4.735
C 2.348 -1.586 -4.833
C 1.309 -2.285 -4.237
C 0.318 -1.605 -3.542
H 1.037 2.951 -1.730
H 1.309 5.305 -2.395
H -0.387 6.401 -3.822
H -2.350 5.119 -4.608
H -2.612 2.751 -3.978
H 1.463 1.561 -3.949
H 3.194 0.351 -5.206
H 3.121 -2.116 -5.374
H 1.267 -3.364 -4.310
H -0.490 -2.160 -3.079
F -2.445 -4.317 2.284
C -1.749 -3.722 3.261
C -0.615 -3.068 3.003
N 0.109 -2.443 3.997
C 1.265 -1.643 3.632
C 0.910 -0.590 2.603
O -0.300 -0.396 2.320
O 1.830 0.012 2.005
C -0.323 -2.424 5.308
O 0.258 -1.848 6.201
N -1.496 -3.126 5.528
C -2.308 -3.772 4.602
O -3.354 -4.291 4.923
H -0.238 -2.976 1.994
H 2.055 -2.271 3.217
H 1.647 -1.169 4.534
H -1.824 -3.120 6.484
C -4.993 -2.100 2.394
N -3.832 -1.229 2.281
C -3.410 -0.470 3.448
C -3.130 -1.189 1.166
N -2.520 -1.156 0.182
H -5.870 -1.512 2.670
H -4.827 -2.871 3.149
H -5.176 -2.581 1.437
H -4.195 0.232 3.741
H -2.500 0.077 3.217
H -3.214 -1.142 4.287
*
```

Properties
- HOMO energy (eV) = -8.057
- LUMO energy (hartree) = -0.0102
- frontier orbital gap (eV) = 7.779



It is found that the energy values, taken in the order of the records, are -3328.93662 -3351.07301 -3236.22081 Ha.